Entry from the OMol25 dataset: a cluster of 8 separate species, C31H49N7O3 in total at a distorted geometry (ωB97M-V with the def2-TZVPD basis set).

orbital gap: 7.447 eV
E_tot: -49499.476 eV
energy relative to the best compared isomer or geometry (same formula, charge and spin): 48.0 kcal/mol
charge: 0
highest occupied orbital energy: -7.77 eV

Each line ends with the Löwdin charge.
Cartesian coordinates (Å):
C (1.775, 4.490, -2.839)  -0.1997
O (2.851, 3.819, -2.461)  -0.1622
C (2.630, 2.973, -1.278)  -0.2006
C (3.632, 1.932, -1.238)  -0.1306
N (3.523, 1.027, -0.063)  0.0601
H (2.572, 0.635, -0.186)  0.0969
H (4.187, 0.224, -0.256)  0.2164
C (3.882, 1.608, 1.209)  -0.1426
C (3.152, 1.004, 2.420)  -0.2216
O (3.797, 1.568, 3.510)  -0.1382
C (3.110, 1.621, 4.682)  -0.1329
H (1.369, 5.232, -1.967)  0.1181
H (0.900, 3.811, -3.256)  0.1239
H (2.199, 5.321, -3.529)  0.1164
H (1.658, 2.506, -1.206)  0.1031
H (2.528, 3.458, -0.361)  0.1124
H (4.652, 2.416, -1.337)  0.1653
H (3.603, 1.205, -2.099)  0.1532
H (3.669, 2.579, 1.492)  0.1137
H (4.903, 1.340, 1.429)  0.1394
H (3.148, -0.077, 2.321)  0.1019
H (2.052, 1.409, 2.028)  0.1755
H (2.312, 0.703, 4.915)  0.1419
H (2.405, 2.304, 4.618)  0.0114
H (3.564, 1.982, 5.699)  0.1312
C (0.240, 0.289, -0.270)  -0.2718
O (1.299, -0.576, 0.021)  -0.4296
H (-0.753, -0.214, 0.109)  0.1074
H (0.075, 0.560, -1.176)  -0.0218
H (0.384, 1.265, 0.357)  0.0932
N (1.284, -0.595, -2.964)  0.0144
C (1.237, -1.712, -3.800)  -0.1433
C (1.329, -1.358, -5.137)  -0.0649
C (1.254, 0.191, -5.100)  -0.0796
C (1.244, 0.589, -3.755)  -0.1334
H (1.202, -0.592, -1.940)  0.0751
H (1.001, -2.559, -3.246)  0.0644
H (1.339, -2.000, -6.039)  0.0868
H (1.467, 0.910, -6.008)  0.1130
H (1.299, 1.465, -3.305)  0.0162
N (-4.098, -2.225, 2.262)  0.0048
C (-5.385, -2.580, 2.199)  -0.1651
C (-6.003, -1.677, 1.350)  -0.1178
C (-4.969, -0.744, 0.871)  -0.1086
C (-3.812, -1.244, 1.425)  -0.1976
H (-3.663, -2.729, 2.909)  0.0966
H (-5.921, -3.259, 2.946)  0.1365
H (-7.129, -1.579, 0.917)  0.1335
H (-5.051, 0.091, 0.114)  0.1016
H (-2.779, -0.806, 1.554)  0.1113
N (0.863, -3.215, 0.070)  -0.0464
C (1.380, -4.128, -0.783)  -0.2136
C (0.808, -5.374, -0.480)  -0.0985
C (-0.119, -5.097, 0.684)  -0.1235
C (-0.061, -3.788, 0.935)  -0.2125
H (1.413, -2.266, 0.335)  0.1443
H (2.356, -3.840, -1.388)  0.1491
H (0.999, -6.229, -1.217)  0.1032
H (-0.899, -5.717, 1.304)  0.1271
H (-0.643, -3.300, 1.782)  0.1272
N (0.409, -0.675, 2.648)  -0.0510
C (1.249, -1.614, 3.285)  -0.1765
C (0.813, -1.608, 4.565)  -0.1524
C (-0.264, -0.561, 4.675)  -0.1137
C (-0.470, -0.047, 3.400)  -0.1877
H (0.528, -0.331, 1.569)  0.1131
H (2.207, -2.155, 2.678)  0.1766
H (1.302, -2.013, 5.434)  0.0791
H (-0.567, -0.233, 5.847)  0.1430
H (-1.095, 0.595, 2.901)  0.0808
N (-1.711, -3.398, -1.868)  0.0202
C (-1.822, -4.179, -3.015)  -0.1425
C (-2.903, -3.763, -3.694)  -0.0608
C (-3.434, -2.512, -2.971)  -0.0781
C (-2.613, -2.305, -1.918)  -0.1348
H (-0.897, -3.651, -1.266)  0.0825
H (-1.165, -4.914, -3.063)  0.0581
H (-3.304, -4.037, -4.608)  0.0527
H (-4.139, -1.881, -3.211)  0.0206
H (-2.800, -1.368, -1.157)  0.1349
N (-3.487, 5.204, 0.647)  0.0006
C (-3.060, 3.966, 0.085)  -0.1586
C (-1.769, 4.064, -0.287)  -0.1124
C (-1.255, 5.467, 0.124)  -0.0613
C (-2.412, 6.105, 0.628)  -0.1307
H (-4.483, 5.221, 0.837)  0.1382
H (-3.791, 3.139, -0.151)  0.1254
H (-1.371, 3.245, -0.852)  0.0625
H (-0.377, 6.174, -0.008)  0.0902
H (-2.557, 7.035, 0.937)  0.0519

---

Entry from the OMol25 dataset: a structure of composition C37H42EuN7O5PS6 at a distorted geometry (ωB97M-V with the def2-TZVPD basis set).

orbital gap (alpha / beta): 3.932 / 4.702 eV
multiplicity: 8
E_tot: -153355.611 eV
energy relative to the best compared isomer or geometry (same formula, charge and spin): 12.2 kcal/mol
charge: -2
highest occupied orbital energy (alpha / beta): -0.39 / -1.16 eV

Each line ends with the Löwdin spin population.
Cartesian coordinates (Å):
Eu (0.014, -0.050, 0.018)  6.9566
O (1.504, 5.444, 4.904)  0.0005
C (2.469, 4.526, 4.409)  0.0012
C (1.805, 3.506, 3.526)  0.0077
C (1.975, 2.130, 3.748)  0.0036
C (1.369, 1.248, 2.874)  0.0058
N (0.616, 1.610, 1.844)  0.0012
C (0.367, 2.947, 1.668)  0.0108
C (0.998, 3.903, 2.491)  0.0006
C (-0.605, 3.308, 0.677)  0.0105
C (-1.227, 4.573, 0.668)  0.0008
C (-2.264, 4.840, -0.188)  0.0077
C (-3.054, 6.120, -0.100)  0.0012
O (-2.207, 7.252, 0.030)  0.0003
C (-2.664, 3.825, -1.077)  0.0035
C (-2.013, 2.610, -1.018)  0.0052
N (-1.010, 2.331, -0.200)  0.0023
H (1.939, 6.034, 5.527)  0.0001
H (2.968, 4.019, 5.246)  0.0000
H (3.235, 5.069, 3.830)  0.0004
H (2.568, 1.763, 4.572)  0.0002
H (1.476, 0.178, 3.024)  0.0006
H (0.844, 4.956, 2.322)  -0.0002
H (-0.936, 5.320, 1.387)  -0.0002
H (-3.724, 6.048, 0.774)  0.0005
H (-3.688, 6.229, -0.996)  0.0001
H (-2.747, 8.002, 0.297)  0.0001
H (-3.487, 3.977, -1.757)  0.0002
H (-2.326, 1.796, -1.668)  0.0007
C (-0.100, 4.566, -4.840)  0.0000
C (-0.220, 3.496, -3.763)  0.0002
O (0.609, 2.411, -4.123)  0.0002
P (0.990, 1.282, -2.986)  0.0012
S (-0.573, 0.063, -2.820)  -0.0042
S (1.817, 2.229, -1.449)  -0.0008
O (2.082, 0.488, -3.872)  0.0000
C (3.052, 1.155, -4.660)  0.0000
C (4.239, 1.658, -3.853)  0.0000
H (-0.693, 5.428, -4.548)  0.0000
H (-0.455, 4.182, -5.796)  0.0000
H (0.940, 4.870, -4.948)  0.0000
H (-1.257, 3.149, -3.672)  0.0001
H (0.099, 3.885, -2.786)  0.0000
H (2.578, 1.988, -5.186)  0.0000
H (3.369, 0.404, -5.391)  0.0000
H (3.926, 2.453, -3.180)  0.0000
H (5.009, 2.035, -4.526)  0.0000
H (4.648, 0.852, -3.249)  0.0000
S (-2.538, 0.162, 1.371)  -0.0085
C (-2.652, -1.411, 2.114)  0.0020
C (-3.956, -1.881, 2.116)  0.0002
N (-5.046, -2.243, 1.952)  0.0009
C (-1.603, -2.230, 2.490)  0.0005
S (0.074, -1.903, 2.211)  -0.0085
C (-1.870, -3.443, 3.128)  -0.0002
N (-2.053, -4.434, 3.691)  -0.0002
C (4.798, -1.578, 3.279)  0.0001
C (5.416, -1.318, 1.904)  -0.0001
N (4.851, -2.147, 0.871)  0.0006
C (5.378, -3.476, 0.665)  0.0000
C (4.629, -4.565, 1.437)  0.0001
C (3.682, -1.796, 0.265)  0.0007
S (3.043, -0.260, 0.589)  -0.0028
N (3.227, -2.705, -0.591)  0.0012
C (2.028, -2.631, -1.159)  0.0029
O (1.156, -1.757, -0.972)  -0.0102
C (1.748, -3.757, -2.092)  -0.0001
C (0.511, -3.806, -2.725)  0.0004
C (0.220, -4.831, -3.605)  0.0000
C (1.165, -5.809, -3.869)  0.0005
C (2.394, -5.772, -3.227)  0.0000
C (2.683, -4.755, -2.338)  0.0004
H (5.055, -0.774, 3.965)  0.0000
H (5.151, -2.522, 3.691)  0.0000
H (3.716, -1.615, 3.180)  0.0000
H (6.500, -1.487, 1.928)  0.0000
H (5.218, -0.281, 1.619)  0.0000
H (6.437, -3.466, 0.956)  0.0000
H (5.297, -3.684, -0.406)  0.0000
H (4.752, -4.440, 2.509)  0.0000
H (5.006, -5.546, 1.153)  0.0000
H (3.571, -4.512, 1.197)  0.0000
H (-0.219, -3.043, -2.498)  0.0000
H (-0.750, -4.880, -4.081)  0.0000
H (0.951, -6.605, -4.573)  0.0000
H (3.130, -6.544, -3.410)  0.0000
H (3.628, -4.718, -1.821)  0.0001
S (-2.029, -2.601, -0.790)  -0.0003
C (-3.466, -2.692, -1.638)  0.0006
N (-4.645, -2.812, -0.937)  0.0004
C (-5.840, -3.012, -1.537)  0.0001
C (-5.936, -3.099, -2.893)  0.0002
C (-4.764, -2.946, -3.666)  0.0003
C (-3.557, -2.738, -3.042)  -0.0001
H (-4.612, -2.694, 0.078)  0.0000
H (-6.685, -3.100, -0.872)  0.0000
H (-6.889, -3.273, -3.367)  0.0000
H (-4.817, -2.993, -4.745)  0.0000
H (-2.649, -2.604, -3.609)  0.0000

---

Entry from the OMol25 dataset: a structure of composition C27H46BrN3OP2Pt at a distorted geometry (ωB97M-V with the def2-TZVPD basis set).

orbital gap (alpha / beta): 5.138 / 4.842 eV
multiplicity: 3
E_tot: -127113.189 eV
energy relative to the best compared isomer or geometry (same formula, charge and spin): 10.5 kcal/mol
charge: +2
highest occupied orbital energy (alpha / beta): -12.43 / -14.10 eV

Each line ends with the Löwdin spin population.
Cartesian coordinates (Å):
N (4.727, 0.061, -3.669)  0.0801
C (4.779, -0.263, -2.351)  -0.0155
C (3.685, -0.904, -1.740)  0.0711
C (2.581, -1.333, -2.510)  0.0338
C (2.609, -1.092, -3.883)  0.0631
C (3.677, -0.345, -4.412)  -0.0147
C (1.472, -1.916, -1.809)  0.1895
Pt (-1.663, -0.464, -0.470)  0.5119
P (-2.484, -0.119, 1.580)  0.1317
C (0.206, -1.987, -2.385)  0.1334
C (-0.887, -2.716, -1.756)  0.0705
C (-2.184, -2.796, -2.390)  0.0830
C (-3.274, -3.081, -1.577)  0.0049
C (-2.956, -3.487, -0.277)  0.1516
C (-1.701, -3.840, 0.224)  0.0195
C (-0.629, -3.544, -0.620)  0.0934
Br (-4.503, -3.566, 0.953)  0.0445
H (1.580, -2.065, -0.739)  0.0049
H (-0.050, -1.317, -3.195)  0.0039
H (3.687, -0.982, -0.645)  0.0022
H (1.775, -1.361, -4.533)  0.0031
H (5.670, 0.085, -1.786)  -0.0018
H (3.708, 0.023, -5.435)  -0.0018
H (-2.231, -2.682, -3.468)  0.0031
H (0.379, -3.919, -0.476)  0.0047
H (-4.310, -3.054, -1.892)  -0.0019
H (-1.628, -4.373, 1.175)  -0.0012
P (-0.781, 1.671, -1.084)  0.1169
C (-1.715, -1.412, 2.631)  0.0311
C (-2.697, -2.220, 3.458)  0.0081
H (-0.986, -0.881, 3.261)  0.0005
H (-1.128, -2.071, 1.969)  0.0068
H (-2.128, -2.986, 3.995)  0.0015
H (-3.270, -1.627, 4.184)  0.0000
H (-3.386, -2.761, 2.778)  0.0008
C (-4.176, -0.433, 0.913)  0.0386
C (-5.364, -0.232, 1.850)  0.0134
H (-4.093, -1.524, 0.648)  0.0094
H (-4.316, 0.072, -0.061)  0.0042
H (-6.218, -0.657, 1.301)  0.0011
H (-5.261, -0.772, 2.812)  0.0002
H (-5.575, 0.839, 2.014)  0.0004
C (-2.455, 1.379, 2.583)  0.0095
C (-3.114, 1.186, 3.943)  0.0047
H (-2.958, 2.160, 1.995)  0.0002
H (-1.398, 1.666, 2.700)  0.0012
H (-3.166, 2.171, 4.409)  0.0008
H (-4.138, 0.803, 3.883)  0.0001
H (-2.514, 0.543, 4.595)  0.0001
C (-0.075, 3.214, -0.264)  0.0210
C (-0.748, 3.728, 0.995)  0.0003
H (-0.074, 4.041, -0.985)  0.0043
H (0.984, 3.025, -0.049)  0.0002
H (-0.547, 4.801, 1.137)  0.0001
H (-1.839, 3.632, 0.973)  0.0000
H (-0.363, 3.221, 1.886)  0.0001
C (-2.395, 2.348, -1.758)  0.0040
C (-2.969, 1.304, -2.704)  0.0018
H (-2.267, 3.317, -2.252)  0.0008
H (-3.037, 2.502, -0.883)  -0.0003
H (-4.062, 1.404, -2.788)  0.0001
H (-2.557, 1.360, -3.727)  0.0000
H (-2.753, 0.272, -2.310)  0.0031
C (0.311, 1.759, -2.590)  0.0356
C (1.724, 2.314, -2.388)  0.0035
H (-0.191, 2.383, -3.344)  0.0041
H (0.349, 0.746, -3.008)  0.0029
H (2.282, 2.350, -3.330)  0.0009
H (1.756, 3.339, -2.007)  0.0003
H (2.293, 1.692, -1.693)  0.0008
C (2.443, -1.492, 4.074)  0.0000
N (2.262, -0.158, 3.529)  0.0000
C (1.818, 0.078, 2.255)  0.0000
N (1.909, 1.412, 1.912)  0.0002
O (1.339, -0.805, 1.536)  -0.0005
H (2.019, -2.282, 3.441)  0.0000
H (1.957, -1.554, 5.057)  0.0000
H (3.509, -1.733, 4.203)  0.0000
H (2.662, 0.645, 4.023)  0.0000
H (2.046, 1.594, 0.922)  0.0003
H (2.510, 1.979, 2.512)  0.0000

---

Entry from the OMol25 dataset: a cluster of 3 separate species, C5H17NO2 in total at a distorted geometry (ωB97M-V with the def2-TZVPD basis set).

orbital gap: 9.557 eV
E_tot: -11044.032 eV
energy relative to the best compared isomer or geometry (same formula, charge and spin): 51.3 kcal/mol
charge: 0
structure (SMILES): CC[C@@H](C)NC.O.O
highest occupied orbital energy: -8.92 eV

Each line ends with the Löwdin charge.
Cartesian coordinates (Å):
C (-1.700, -0.930, -1.379)  -0.1464
N (-0.324, -0.593, -0.934)  -0.0767
C (1.696, 0.143, 2.381)  -0.1056
C (1.271, -0.095, 0.905)  -0.2377
C (-0.267, -0.243, 0.635)  -0.3022
C (-1.006, 1.085, 0.872)  -0.0599
H (-2.493, -1.059, -0.679)  0.0535
H (-1.528, -1.975, -1.788)  0.0836
H (-2.203, -0.346, -2.168)  0.0707
H (0.053, 0.147, -1.467)  0.0601
H (1.721, 1.215, 2.758)  0.0772
H (2.790, -0.332, 2.323)  0.1075
H (1.077, -0.443, 3.115)  0.0710
H (1.506, 0.773, 0.321)  0.0979
H (1.682, -0.945, 0.397)  0.0615
H (-0.637, -1.102, 1.103)  0.1109
H (-2.012, 1.009, 0.544)  0.0551
H (-0.968, 1.475, 1.854)  0.0671
H (-0.628, 1.833, 0.129)  0.0668
H (1.979, -3.186, -0.888)  0.0187
H (1.780, -1.706, -1.415)  -0.0264
O (2.361, -2.409, -1.238)  -0.0301
H (-1.409, 2.290, -1.095)  0.0195
H (-1.716, 3.010, -2.269)  0.0446
O (-1.024, 2.385, -2.015)  -0.0807

---

Entry from the OMol25 dataset: a structure of composition C16H19AgN2OS (ωB97M-V with the def2-TZVPD basis set).

orbital gap: 7.247 eV
E_tot: -36761.223 eV
energy relative to the best compared isomer or geometry (same formula, charge and spin): 0.0 kcal/mol
charge: 0
highest occupied orbital energy: -6.99 eV

Each line ends with the Löwdin charge.
Cartesian coordinates (Å):
Ag (0.622, 0.312, 0.358)  0.7259
C (-1.035, -2.857, 0.665)  -0.1956
N (-0.460, -1.632, 1.223)  -0.0614
C (-0.416, -1.538, 2.503)  -0.1292
C (0.115, -0.404, 3.189)  -0.3708
C (0.128, -0.148, 4.563)  -0.0775
C (0.692, 1.120, 4.719)  -0.1230
C (1.010, 1.561, 3.430)  -0.2132
N (0.662, 0.652, 2.506)  -0.0851
C (-2.519, -2.992, 0.933)  -0.2311
C (-3.047, -4.150, 1.488)  -0.0510
C (-4.412, -4.264, 1.730)  -0.0893
C (-5.263, -3.216, 1.421)  -0.0988
C (-4.742, -2.051, 0.868)  -0.0868
C (-3.383, -1.942, 0.627)  -0.0453
H (-0.518, -3.740, 1.055)  0.1112
H (-0.866, -2.841, -0.412)  0.1098
H (-0.798, -2.351, 3.131)  0.1348
H (-0.238, -0.810, 5.335)  0.0935
H (0.861, 1.654, 5.641)  0.0785
H (1.484, 2.489, 3.143)  0.0840
H (-2.385, -4.972, 1.738)  0.1076
H (-4.808, -5.173, 2.167)  0.1002
H (-6.324, -3.300, 1.614)  0.0984
H (-5.401, -1.225, 0.628)  0.0993
H (-2.973, -1.028, 0.212)  0.1053
O (0.959, 0.872, -1.784)  -0.6450
S (0.228, 1.988, -2.488)  0.9558
C (1.197, 3.519, -2.218)  -0.2980
C (0.302, 4.568, -1.543)  -0.2218
C (-1.149, 4.091, -1.673)  -0.2400
C (-1.115, 2.593, -1.431)  -0.3396
H (1.574, 3.838, -3.187)  0.0833
H (2.037, 3.195, -1.603)  0.0931
H (0.437, 5.547, -1.999)  0.1105
H (0.564, 4.656, -0.489)  0.1153
H (-1.530, 4.299, -2.676)  0.1147
H (-1.809, 4.590, -0.964)  0.1180
H (-2.034, 2.069, -1.687)  0.0929
H (-0.820, 2.342, -0.407)  0.0706

---

Question: Among the records above, which one has the highest energy relative to the best compared isomer or geometry (same formula, charge and spin)?
Answer: C5H17NO2